[1]
{
  "formula": "C6H15N2",
  "method": "ωB97M-V with the def2-TZVPD basis set",
  "s_squared": 0.757,
  "spin_multiplicity": 2,
  "de_lowest_kj_mol": 622.46,
  "fmax_ev_per_a": 4.802,
  "energy_ev": -9437.378,
  "species": ["C", "C", "C", "C", "N", "C", "C", "N", "H", "H", "H", "H", "H", "H", "H", "H", "H", "H", "H", "H", "H", "H", "H"],
  "xyz": [[-2.875, 0.357, -1.244], [-1.708, -0.108, -0.435], [-0.623, 0.854, -0.055], [0.868, 0.016, -0.218], [3.303, -0.806, 0.621], [2.769, 0.007, -0.382], [1.930, 1.110, -0.247], [-2.780, -0.924, 1.697], [-3.754, -0.179, -0.931], [-2.650, 0.151, -2.296], [-3.163, 1.389, -1.051], [-2.168, -0.639, 0.606], [-0.656, 1.235, 0.966], [-0.509, 1.615, -0.812], [0.795, -0.536, 0.730], [0.766, -0.702, -1.091], [4.160, -1.281, 0.311], [3.623, -0.367, 1.475], [3.014, -0.462, -1.362], [2.165, 1.971, -0.851], [-3.715, -1.176, 1.967], [-1.279, -1.070, -0.722], [-2.087, -1.445, 2.209]],
  "forces_ev_per_angstrom": [[0.06, -0.12, 0.13], [0.86, 0.00, -0.47], [2.08, -1.90, -1.07], [-4.52, 1.31, 0.95], [1.22, 0.05, -0.66], [1.96, 0.06, 0.26], [2.35, -1.33, 1.86], [1.39, 1.03, 0.59], [-0.44, -0.63, -0.22], [-0.40, 0.36, 0.02], [0.48, 0.23, -0.25], [-1.74, -0.28, 1.63], [0.01, 0.11, -0.22], [-0.37, 0.67, 0.06], [0.60, -0.08, -0.54], [-0.15, 0.65, 0.59], [-1.02, -0.28, -0.38], [-1.03, 0.61, 0.13], [0.48, 0.44, 0.09], [-1.27, -0.27, -1.17], [-0.34, -0.34, -0.87], [-0.23, 0.05, -0.51], [0.03, -0.34, 0.04]]
}

***

[2]
{
  "formula": "C54H51KN8O3S5Te",
  "method": "ωB97M-V with the def2-TZVPD basis set",
  "de_lowest_kj_mol": 67.21,
  "fmax_ev_per_a": 0.899,
  "charge": -2,
  "energy_ev": -152686.735,
  "species": ["K", "N", "C", "N", "C", "N", "N", "C", "C", "C", "C", "C", "C", "N", "C", "C", "C", "C", "C", "C", "H", "H", "H", "H", "H", "H", "H", "H", "H", "H", "H", "C", "C", "C", "C", "C", "O", "C", "C", "C", "C", "C", "C", "C", "O", "C", "C", "C", "N", "C", "C", "Te", "C", "C", "C", "C", "C", "C", "C", "C", "C", "C", "C", "C", "H", "H", "H", "H", "H", "H", "H", "H", "H", "H", "H", "H", "H", "H", "H", "H", "H", "H", "H", "H", "H", "H", "H", "H", "S", "C", "S", "C", "C", "S", "S", "S", "C", "N", "C", "C", "N", "C", "H", "H", "H", "H", "H", "H", "C", "C", "O", "C", "C", "H", "H", "H", "H", "H", "H", "H", "H", "H", "H"],
  "xyz": [[-0.148, 0.028, 0.011], [-0.098, 4.539, 1.507], [-0.476, 3.303, 1.100], [-0.389, 2.235, 1.811], [0.128, 2.310, 3.103], [0.327, 1.278, 3.833], [-0.068, 0.078, 3.258], [0.733, -0.887, 3.419], [0.452, -2.241, 2.872], [0.910, -3.354, 3.557], [0.716, -4.610, 3.000], [0.121, -4.699, 1.761], [-0.326, -3.531, 1.151], [-0.196, -2.328, 1.704], [0.513, 3.642, 3.629], [1.025, 3.830, 4.909], [1.445, 5.078, 5.329], [1.361, 6.166, 4.460], [0.853, 6.003, 3.188], [0.426, 4.742, 2.773], [-0.153, 5.287, 0.834], [-0.856, 3.239, 0.084], [1.680, -0.743, 3.946], [1.418, -3.230, 4.507], [1.070, -5.497, 3.510], [0.038, -5.643, 1.239], [-0.769, -3.558, 0.159], [1.093, 2.963, 5.554], [1.849, 5.209, 6.325], [1.699, 7.145, 4.778], [0.784, 6.843, 2.505], [-5.997, 3.249, -3.858], [-4.674, 2.890, -3.228], [-3.600, 3.744, -3.237], [-2.373, 3.439, -2.611], [-1.324, 4.463, -2.577], [-0.602, 4.681, -1.609], [-1.118, 5.339, -3.794], [-0.651, 6.636, -3.611], [-0.446, 7.474, -4.697], [-0.689, 7.011, -5.985], [-1.123, 5.706, -6.177], [-1.339, 4.874, -5.086], [-2.180, 2.168, -1.968], [-1.083, 1.790, -1.459], [-3.333, 1.294, -1.961], [-4.508, 1.656, -2.563], [-3.247, 0.006, -1.185], [-3.201, -0.039, 0.086], [-3.323, 1.147, 0.905], [-4.686, 1.156, 1.609], [-5.406, -0.754, 2.270], [-6.176, -1.375, 0.409], [-6.078, -2.721, 0.066], [-6.539, -3.172, -1.164], [-7.093, -2.281, -2.072], [-7.201, -0.939, -1.733], [-6.754, -0.489, -0.497], [-3.278, -1.295, -1.920], [-3.262, -2.489, -1.199], [-3.341, -3.704, -1.852], [-3.436, -3.749, -3.237], [-3.441, -2.569, -3.963], [-3.359, -1.347, -3.309], [-5.949, 4.231, -4.330], [-6.802, 3.272, -3.117], [-6.285, 2.522, -4.622], [-3.716, 4.719, -3.703], [-0.455, 6.973, -2.601], [-0.094, 8.487, -4.542], [-0.538, 7.664, -6.835], [-1.292, 5.334, -7.180], [-1.663, 3.851, -5.232], [-5.346, 0.963, -2.516], [-3.243, 2.078, 0.333], [-2.520, 1.128, 1.641], [-5.448, 1.543, 0.933], [-4.676, 1.784, 2.501], [-5.606, -3.419, 0.749], [-6.434, -4.218, -1.423], [-7.424, -2.627, -3.043], [-7.629, -0.233, -2.436], [-6.855, 0.561, -0.252], [-3.179, -2.440, -0.120], [-3.297, -4.626, -1.284], [-3.463, -4.704, -3.747], [-3.481, -2.598, -5.045], [-3.344, -0.429, -3.883], [1.213, -8.296, -3.976], [1.314, -6.823, -3.162], [2.406, -6.482, -1.900], [1.986, -4.808, -1.528], [0.968, -4.315, -2.299], [0.166, -2.769, -2.311], [0.342, -5.463, -3.482], [2.935, -4.064, -0.277], [2.696, 5.091, -1.124], [2.792, 3.991, -0.184], [3.546, 3.942, 0.966], [3.338, 2.698, 1.491], [2.472, 1.988, 0.695], [2.167, 2.793, -0.295], [2.839, 6.031, -0.593], [1.709, 5.084, -1.585], [3.453, 5.007, -1.904], [4.147, 4.776, 1.292], [3.748, 2.271, 2.394], [1.501, 2.565, -1.121], [1.323, 1.746, -4.041], [1.981, 0.402, -3.799], [2.869, 0.526, -2.705], [3.306, -0.761, -2.231], [4.174, -0.570, -1.010], [0.749, 1.719, -4.972], [2.079, 2.535, -4.120], [0.636, 1.992, -3.225], [2.536, 0.082, -4.693], [1.234, -0.372, -3.595], [3.872, -1.277, -3.017], [2.446, -1.389, -1.995], [5.109, -0.053, -1.258], [4.398, -1.554, -0.596], [3.645, 0.016, -0.259]],
  "forces_ev_per_angstrom": [[0.44, -0.75, 0.21], [0.04, 0.09, -0.03], [-0.05, -0.21, 0.21], [-0.10, 0.12, 0.11], [0.00, 0.23, -0.26], [0.22, -0.21, 0.14], [-0.37, 0.24, -0.20], [0.10, -0.21, -0.01], [-0.05, 0.15, -0.11], [0.06, -0.07, 0.08], [0.05, 0.04, 0.07], [-0.03, -0.01, -0.01], [-0.08, 0.08, 0.01], [0.16, 0.04, -0.02], [0.00, -0.11, -0.15], [0.01, -0.02, 0.08], [0.00, 0.02, -0.02], [0.02, -0.03, 0.06], [-0.04, 0.03, -0.05], [-0.06, -0.01, -0.03], [0.03, -0.02, -0.04], [0.06, -0.02, 0.04], [-0.05, -0.05, 0.11], [0.03, -0.02, -0.03], [0.04, 0.00, -0.02], [-0.03, 0.01, -0.01], [0.06, 0.04, 0.01], [0.02, 0.03, -0.02], [-0.01, 0.00, 0.00], [0.00, -0.01, 0.01], [0.00, -0.02, 0.01], [0.07, -0.06, 0.04], [-0.08, -0.04, 0.05], [0.10, 0.06, 0.01], [-0.04, 0.05, -0.04], [-0.04, -0.04, -0.13], [0.07, 0.03, 0.13], [-0.10, -0.07, 0.04], [0.01, 0.09, -0.01], [0.00, -0.05, 0.04], [-0.01, -0.02, 0.04], [0.01, -0.01, 0.02], [0.00, -0.06, -0.08], [0.12, -0.07, -0.10], [-0.27, 0.43, -0.15], [-0.05, -0.05, 0.14], [-0.01, 0.00, -0.04], [-0.06, 0.14, -0.15], [-0.10, 0.00, -0.03], [-0.16, -0.18, 0.02], [0.16, -0.02, -0.11], [-0.06, 0.12, 0.02], [0.01, -0.09, -0.07], [-0.10, 0.06, 0.02], [-0.14, 0.04, 0.01], [0.03, -0.04, 0.06], [0.05, -0.02, 0.09], [-0.04, -0.09, -0.01], [-0.05, 0.07, 0.01], [0.05, -0.01, 0.00], [0.09, 0.03, -0.08], [0.02, 0.00, 0.07], [0.00, 0.03, 0.00], [0.04, -0.01, -0.02], [0.00, -0.01, 0.00], [0.00, 0.01, -0.02], [0.00, 0.02, 0.00], [0.04, -0.03, -0.03], [-0.01, 0.01, -0.01], [-0.01, -0.01, 0.00], [0.02, -0.01, 0.00], [0.01, -0.01, 0.02], [-0.03, 0.04, 0.01], [0.05, 0.02, -0.04], [0.06, 0.06, 0.04], [0.00, -0.04, 0.05], [-0.05, 0.01, 0.07], [0.02, 0.04, -0.05], [0.01, 0.03, -0.04], [0.03, 0.04, -0.01], [0.02, 0.00, 0.01], [0.00, -0.01, 0.00], [0.00, 0.01, 0.01], [0.02, 0.01, -0.03], [0.01, -0.01, 0.01], [0.01, 0.00, -0.01], [0.01, 0.00, 0.01], [0.00, -0.01, 0.01], [-0.02, 0.00, 0.00], [0.01, 0.04, 0.04], [0.14, 0.00, 0.13], [-0.07, 0.06, -0.06], [0.03, -0.15, 0.10], [-0.05, 0.16, 0.01], [-0.16, 0.13, -0.05], [-0.05, -0.03, 0.00], [0.04, -0.11, -0.01], [-0.07, 0.09, -0.01], [0.04, -0.05, -0.04], [-0.13, -0.04, -0.07], [-0.05, 0.12, 0.03], [0.09, -0.14, -0.07], [-0.03, 0.02, 0.02], [-0.02, 0.00, 0.03], [0.04, -0.01, 0.01], [-0.03, -0.02, -0.02], [-0.02, 0.05, -0.04], [0.07, 0.04, 0.09], [-0.05, 0.00, 0.02], [0.05, 0.07, 0.01], [-0.06, -0.18, 0.10], [0.17, 0.19, 0.09], [0.05, 0.03, -0.05], [0.01, 0.03, 0.03], [-0.03, -0.03, -0.03], [0.03, -0.01, -0.05], [0.04, -0.02, -0.03], [-0.03, -0.02, 0.01], [-0.03, 0.04, -0.13], [-0.07, -0.01, -0.01], [-0.05, 0.00, 0.01], [0.02, 0.02, 0.00], [0.02, -0.03, 0.01]]
}

***

[3]
{
  "formula": "H27O14",
  "method": "ωB97M-V with the def2-TZVPD basis set",
  "s_squared": 0.753,
  "spin_multiplicity": 2,
  "de_lowest_kj_mol": 271.69,
  "fmax_ev_per_a": 6.363,
  "energy_ev": -29097.372,
  "species": ["O", "H", "O", "H", "H", "O", "H", "H", "O", "H", "H", "O", "H", "H", "O", "H", "H", "O", "H", "H", "O", "H", "H", "O", "H", "H", "O", "H", "H", "O", "H", "H", "O", "H", "H", "O", "H", "H", "O", "H", "H"],
  "xyz": [[-1.245, -0.021, 0.334], [-1.112, -0.640, -1.399], [3.117, -3.222, 0.906], [-1.382, -0.907, 0.363], [-0.018, 2.256, -0.599], [-0.611, -1.871, 3.867], [-0.474, 3.037, -1.790], [-0.367, 1.296, 3.423], [-0.229, 0.833, 2.563], [1.641, -1.408, 3.738], [-0.700, 0.856, 1.625], [1.546, -0.474, 3.811], [1.842, 1.842, 2.422], [2.844, -2.622, 1.558], [2.909, -1.090, -1.878], [-0.832, 0.023, -2.793], [-0.145, -2.418, -3.480], [2.727, 2.129, 2.262], [2.712, 1.687, -2.483], [2.034, -1.476, -2.096], [0.329, 2.656, -1.354], [-0.416, -2.320, 3.073], [-4.217, 2.457, -1.023], [2.906, 1.992, -3.380], [2.250, 2.658, -3.543], [-0.565, -1.057, 3.282], [-3.363, -0.421, 1.944], [-2.458, -0.214, 1.782], [-3.731, -0.631, 1.180], [0.761, -2.320, -3.457], [3.277, 1.544, 2.816], [-3.048, 1.732, -0.465], [-1.342, -0.641, -2.302], [-3.123, 0.404, -2.282], [1.147, -3.118, -3.410], [-3.342, 2.493, -0.966], [1.099, 0.007, 3.085], [2.799, -0.494, -1.175], [-4.033, 0.111, -2.324], [3.917, -2.920, 0.360], [-4.026, -0.819, -2.375]],
  "forces_ev_per_angstrom": [[0.57, 4.82, -0.41], [0.77, 0.54, 0.92], [1.82, -1.46, -2.72], [-0.62, -5.08, 0.47], [-0.73, -0.93, 2.05], [-0.67, 2.02, -1.17], [0.98, -0.33, 0.47], [-0.88, 0.09, -1.62], [-0.30, -0.26, -1.68], [-0.37, -0.72, -0.42], [0.86, 0.81, 3.48], [1.37, 2.07, 0.54], [-0.87, -0.26, 0.17], [0.14, 1.65, 1.09], [-0.19, -1.56, -1.51], [0.16, -0.27, 0.52], [-3.05, -0.35, 0.02], [1.26, -0.08, 0.08], [0.06, 0.07, -0.33], [0.56, 0.46, 0.05], [-0.33, 1.25, -2.56], [0.34, -2.96, -1.03], [-5.80, -0.45, -0.42], [0.37, -0.54, 0.34], [-0.45, 0.52, -0.07], [-0.40, 0.29, 2.28], [1.70, 1.26, 5.32], [0.92, 0.32, 0.34], [-2.91, -1.51, -5.46], [1.09, 4.78, -0.02], [-0.41, 0.34, -0.30], [-0.30, -0.08, 0.07], [-0.62, -0.16, -2.27], [0.29, -0.24, -0.19], [2.04, -4.51, 0.10], [6.27, 0.63, 0.40], [0.35, -1.31, 0.22], [-0.35, 1.15, 1.50], [-0.91, 1.73, 0.39], [-2.02, -0.13, 1.61], [0.25, -1.64, -0.25]]
}

***

Copy entry 1 word for word.
{
  "formula": "C6H15N2",
  "method": "ωB97M-V with the def2-TZVPD basis set",
  "s_squared": 0.757,
  "spin_multiplicity": 2,
  "de_lowest_kj_mol": 622.46,
  "fmax_ev_per_a": 4.802,
  "energy_ev": -9437.378,
  "species": ["C", "C", "C", "C", "N", "C", "C", "N", "H", "H", "H", "H", "H", "H", "H", "H", "H", "H", "H", "H", "H", "H", "H"],
  "xyz": [[-2.875, 0.357, -1.244], [-1.708, -0.108, -0.435], [-0.623, 0.854, -0.055], [0.868, 0.016, -0.218], [3.303, -0.806, 0.621], [2.769, 0.007, -0.382], [1.930, 1.110, -0.247], [-2.780, -0.924, 1.697], [-3.754, -0.179, -0.931], [-2.650, 0.151, -2.296], [-3.163, 1.389, -1.051], [-2.168, -0.639, 0.606], [-0.656, 1.235, 0.966], [-0.509, 1.615, -0.812], [0.795, -0.536, 0.730], [0.766, -0.702, -1.091], [4.160, -1.281, 0.311], [3.623, -0.367, 1.475], [3.014, -0.462, -1.362], [2.165, 1.971, -0.851], [-3.715, -1.176, 1.967], [-1.279, -1.070, -0.722], [-2.087, -1.445, 2.209]],
  "forces_ev_per_angstrom": [[0.06, -0.12, 0.13], [0.86, 0.00, -0.47], [2.08, -1.90, -1.07], [-4.52, 1.31, 0.95], [1.22, 0.05, -0.66], [1.96, 0.06, 0.26], [2.35, -1.33, 1.86], [1.39, 1.03, 0.59], [-0.44, -0.63, -0.22], [-0.40, 0.36, 0.02], [0.48, 0.23, -0.25], [-1.74, -0.28, 1.63], [0.01, 0.11, -0.22], [-0.37, 0.67, 0.06], [0.60, -0.08, -0.54], [-0.15, 0.65, 0.59], [-1.02, -0.28, -0.38], [-1.03, 0.61, 0.13], [0.48, 0.44, 0.09], [-1.27, -0.27, -1.17], [-0.34, -0.34, -0.87], [-0.23, 0.05, -0.51], [0.03, -0.34, 0.04]]
}